Here is 4 unconnected molecules or ions with the total composition C2H12O4 in a non-equilibrium geometry from OMol25. Energies are from ωB97M-V with the def2-TZVPD basis set.

Computed properties:
**Highest occupied orbital energy**: -10.9 eV
**Net charge**: 0
**Frontier orbital gap**: 11.365 eV
**ΔE to the lowest compared entry with this formula, charge and spin**: 104.26 kJ/mol

```
18
C2H12O4 | OMol25 | ωB97M-V with the def2-TZVPD basis set
C 2.02 -0.02 -0.90
C 0.98 -0.27 -1.95
O -0.15 0.66 -1.79
H 1.62 0.18 0.09
H 2.55 -0.92 -0.57
H 2.65 0.83 -1.30
H 0.46 -1.21 -1.84
H 1.32 -0.23 -2.96
H 0.21 1.53 -1.98
O -0.87 2.70 0.48
H -0.70 2.40 -0.44
H -0.90 1.81 0.87
O -0.42 -2.85 1.04
H 0.48 -2.54 0.99
H -0.94 -2.07 0.87
O -1.30 -0.18 2.42
H -0.69 -0.29 3.15
H -2.19 -0.34 2.70
```

---

Here is 3 unconnected molecules or ions with the total composition C22H40N4O12S2 in a non-equilibrium geometry from OMol25. Energies are from ωB97M-V with the def2-TZVPD basis set.

Computed properties:
**Highest occupied orbital energy**: -10.4 eV
**Net charge**: 0
**Frontier orbital gap**: 9.203 eV

```
80
C22H40N4O12S2 | OMol25 | ωB97M-V with the def2-TZVPD basis set
C -1.77 -7.74 2.37
C -1.40 -7.19 0.86
C -0.04 -6.28 0.77
C -0.01 -5.02 1.88
N 0.09 -3.66 1.24
C -1.25 -3.05 0.89
C -1.11 -2.54 -0.69
N -1.00 -1.76 -1.74
O -2.36 -4.05 0.85
N -3.10 -3.65 -0.21
O -4.28 -3.78 0.10
C -1.52 -1.82 1.95
C -0.24 -1.84 3.03
N 0.43 -2.06 4.14
C -1.41 -0.31 1.24
C 0.13 0.17 0.94
O 0.40 1.48 1.16
O 1.23 -0.65 0.43
C 2.51 -0.35 1.08
C 2.75 -0.11 2.69
O 3.61 -0.32 0.28
O -2.84 -1.84 2.60
C -2.91 -2.76 3.73
C -2.82 -2.00 5.22
C -2.76 -3.10 6.47
C -1.17 -3.42 6.78
H -2.56 -8.61 2.39
H -2.29 -6.82 2.93
H -0.81 -7.98 3.04
H -1.30 -8.17 0.18
H -2.38 -6.65 0.46
H 0.88 -7.02 0.92
H 0.04 -5.89 -0.34
H 1.01 -5.19 2.48
H -0.86 -5.12 2.69
H 0.62 -3.84 0.33
H -1.83 0.43 2.08
H -2.16 -0.18 0.33
H 3.41 0.86 2.79
H 3.27 -0.99 3.25
H 1.74 0.13 3.27
H -2.20 -3.70 3.66
H -4.02 -3.21 3.71
H -3.82 -1.38 5.33
H -1.89 -1.30 5.25
H -3.40 -4.07 6.28
H -3.16 -2.53 7.44
H -1.07 -3.88 7.86
H -0.75 -4.19 6.00
H -0.51 -2.43 6.75
C 1.42 3.15 -2.22
C 0.04 3.17 -1.59
O -0.77 4.20 -2.14
S -1.38 4.00 -3.64
C -2.51 5.36 -3.62
O -2.14 2.77 -3.68
O -0.34 4.29 -4.60
H 1.37 2.88 -3.28
H 2.07 2.42 -1.72
H 1.88 4.14 -2.16
H -0.45 2.19 -1.69
H 0.14 3.37 -0.52
H -3.28 5.18 -2.87
H -2.96 5.44 -4.61
H -1.96 6.28 -3.39
C 3.10 4.79 -4.67
C 3.24 5.25 -6.11
O 3.09 6.66 -6.22
S 4.30 7.62 -5.70
C 3.70 9.15 -6.38
O 5.52 7.26 -6.39
O 4.24 7.72 -4.26
H 3.91 5.17 -4.05
H 3.12 3.69 -4.61
H 2.16 5.15 -4.24
H 4.20 4.94 -6.53
H 2.45 4.80 -6.71
H 3.70 9.08 -7.47
H 4.36 9.95 -6.05
H 2.69 9.33 -6.00
```

---

Here is 2 unconnected molecules or ions with the total composition H5N4PS in a non-equilibrium geometry from OMol25. Energies are from ωB97M-V with the def2-TZVPD basis set.

Computed properties:
**Highest occupied orbital energy (spin up / spin down)**: -6.7 / -7.5 eV
**Net charge**: 0
**Frontier orbital gap (spin up / spin down)**: 6.853 / 7.618 eV
**ΔE to the lowest compared entry with this formula, charge and spin**: 528.67 kJ/mol

```
11
H5N4PS | OMol25 | ωB97M-V with the def2-TZVPD basis set
N -2.37 -1.68 0.14
N -1.74 -0.52 0.26
N 1.82 1.30 -1.10
N 2.62 0.98 -0.07
P 2.54 0.12 1.24
S -0.49 -0.09 1.37
H -2.28 -2.50 0.75
H 0.82 1.06 -0.89
H 1.95 2.10 -1.63
H -2.19 -1.93 -0.89
H -0.67 1.16 0.80
```

---

Here is a molecular structure, C12H24N6NdO6 in a non-equilibrium geometry from OMol25. Energies are from ωB97M-V with the def2-TZVPD basis set.

Computed properties:
**Highest occupied orbital energy (spin up / spin down)**: -10.0 / -9.6 eV
**Multiplicity**: 4
**Net charge**: +1
**Frontier orbital gap (spin up / spin down)**: 5.925 / 5.586 eV
**⟨S²⟩**: 4.16

```
49
C12H24N6NdO6 | OMol25 | ωB97M-V with the def2-TZVPD basis set
O -0.29 1.36 -3.96
H -0.77 1.58 -4.77
Nd -0.36 0.27 -0.80
N -1.25 -1.44 0.85
N -2.57 -0.61 -1.08
N 1.70 0.33 0.62
N 1.35 1.96 -1.38
O -0.45 -1.90 1.79
O 1.86 -0.47 1.76
O 1.20 2.90 -2.41
O -2.67 0.66 -1.40
C -3.35 -1.09 -0.05
C -2.59 -1.74 0.96
C 2.63 1.29 0.49
C 2.36 2.25 -0.56
C -3.17 -2.57 2.04
H -2.85 -2.21 3.03
H -2.87 -3.62 1.93
H -4.26 -2.54 2.00
C -4.81 -0.86 -0.03
H -5.19 -0.88 -1.06
H -5.06 0.12 0.41
H -5.32 -1.64 0.55
C 3.82 1.44 1.38
C 3.21 3.46 -0.76
H 4.04 0.51 1.90
H 3.66 2.24 2.11
H 4.69 1.73 0.78
H 2.64 4.25 -1.26
H 4.07 3.21 -1.39
H 3.59 3.85 0.19
H 0.99 -0.99 1.82
H 0.67 2.41 -3.11
C -0.25 -0.07 -3.76
H -1.16 -0.43 -3.25
H 0.65 -0.32 -3.16
H -0.18 -0.61 -4.72
O 0.81 -2.14 -1.02
H 1.77 -2.16 -0.88
H 0.42 -2.62 -0.27
N -1.95 2.44 3.10
C -1.16 3.50 2.66
C -0.57 3.06 1.50
N -1.01 1.77 1.22
C -1.83 1.42 2.21
H -2.53 2.43 3.93
H -1.08 4.43 3.17
H 0.12 3.57 0.84
H -2.34 0.47 2.34
```